DFT (wB97M-V/def2-TZVPD) results for a 9-piece molecular cluster, C23H62N12O9 overall in a non-equilibrium geometry.

Structure (XYZ):
```
106
Properties=species:S:1:pos:R:3:forces:R:3
C 6.997 -2.831 -0.276 -0.328 -0.110 -0.520
C 6.235 -1.517 -0.075 0.506 0.753 0.930
C 6.728 -0.777 1.211 -0.665 -0.959 0.359
C 6.490 -0.518 -1.198 -0.626 -0.345 -0.373
C 5.680 -0.795 -2.461 0.057 0.358 0.429
C 4.192 -0.774 -2.130 0.103 0.261 -0.506
C 3.818 -1.736 -1.007 0.171 -1.063 0.084
C 2.480 -1.325 -0.412 -0.786 0.454 -0.260
C 3.682 -3.145 -1.621 -0.431 -0.267 -0.057
N 4.799 -1.736 0.096 0.014 1.329 -0.603
O 4.508 -2.640 1.111 -0.119 -0.254 0.197
H 8.060 -2.720 -0.488 0.027 0.280 0.238
H 6.879 -3.470 0.598 0.103 -0.073 -0.029
H 6.576 -3.335 -1.152 0.030 -0.181 0.091
H 7.583 -0.131 1.026 0.255 -0.263 0.069
H 5.919 -0.176 1.630 -0.046 0.198 -0.404
H 6.894 -1.519 1.998 0.527 0.149 -0.030
H 6.192 0.466 -0.825 0.076 0.079 -0.066
H 7.560 -0.498 -1.408 0.029 0.044 0.053
H 5.931 0.009 -3.156 -0.160 -0.244 -0.342
H 5.927 -1.761 -2.905 0.229 0.057 -0.076
H 3.635 -1.083 -3.018 -0.089 -0.084 0.068
H 3.827 0.243 -1.958 0.266 0.008 0.436
H 2.528 -0.312 -0.009 0.254 -0.074 0.170
H 2.097 -1.986 0.361 0.366 -0.097 0.111
H 1.699 -1.264 -1.180 0.166 -0.177 -0.172
H 3.486 -3.863 -0.820 -0.088 -0.110 -0.160
H 4.523 -3.515 -2.210 0.297 0.293 0.223
H 2.841 -3.170 -2.319 -0.142 0.012 0.205
H 4.747 -3.534 0.814 0.015 0.105 -0.088
C -3.244 1.019 3.595 0.372 0.137 -0.104
C -4.755 0.756 3.343 1.501 -0.364 1.510
C -5.133 -0.279 4.418 -1.148 -0.970 -1.045
C -5.568 2.020 3.611 0.391 0.219 -0.341
C -5.384 3.042 2.484 -1.375 0.055 0.319
C -5.933 2.401 1.214 1.048 0.463 0.046
C -5.152 1.123 0.864 -0.538 -0.419 -1.276
C -5.965 0.409 -0.230 0.297 -0.897 0.101
C -3.771 1.422 0.300 0.906 0.506 1.187
N -5.050 0.235 2.018 -1.958 0.111 0.826
O -4.473 -1.036 1.795 0.492 1.071 -0.548
H -2.596 0.221 3.214 -0.211 -0.005 -0.303
H -2.885 1.965 3.185 0.021 -0.040 0.014
H -3.003 1.009 4.659 -0.283 0.252 0.059
H -5.073 0.092 5.436 0.148 0.181 -0.036
H -6.157 -0.619 4.207 -0.092 0.331 0.266
H -4.590 -1.220 4.311 0.487 0.287 0.145
H -6.610 1.706 3.710 -0.124 0.234 -0.244
H -5.296 2.462 4.571 0.239 -0.210 0.047
H -5.981 3.931 2.708 0.055 0.001 0.033
H -4.363 3.405 2.373 0.142 -0.294 0.008
H -5.842 3.112 0.386 0.134 -0.209 -0.150
H -7.002 2.208 1.289 0.034 -0.258 0.330
H -5.783 0.791 -1.236 0.034 0.284 0.102
H -7.036 0.412 -0.035 0.009 0.061 0.101
H -5.634 -0.635 -0.223 -0.154 0.020 -0.178
H -3.739 2.201 -0.460 -0.139 -0.359 -0.345
H -3.216 0.518 0.033 -0.290 0.029 -0.655
H -3.149 1.803 1.117 -0.113 0.202 -0.033
H -3.581 -0.805 1.483 0.152 -0.527 0.127
N -0.993 3.509 1.359 0.394 -0.555 -0.227
C 0.019 3.246 2.259 -0.908 1.030 0.548
N 0.532 2.007 2.069 0.456 0.183 0.339
O 0.356 4.028 3.140 0.166 -0.403 -0.513
H -1.289 2.693 0.849 -0.384 0.353 -0.373
H -1.577 4.318 1.416 0.064 0.079 0.259
H 1.263 1.750 2.708 -0.073 -0.395 -0.174
H 0.164 1.437 1.323 0.414 -0.306 0.096
N -2.281 -1.389 -2.532 -0.537 -0.304 0.692
C -2.304 -1.941 -1.267 1.061 0.306 -0.540
N -3.363 -2.737 -1.007 0.244 0.116 0.233
O -1.368 -1.727 -0.477 -0.739 -0.128 -0.006
H -2.757 -1.953 -3.218 0.203 0.270 -0.351
H -1.404 -0.968 -2.803 0.035 -0.120 -0.223
H -4.203 -2.593 -1.539 -0.133 -0.162 0.110
H -3.425 -3.126 -0.080 -0.162 0.066 0.004
N 3.658 3.548 -2.012 0.242 0.209 0.263
C 2.496 2.820 -2.047 0.343 0.269 -0.120
N 2.148 2.233 -0.874 -0.136 0.407 -1.259
O 1.853 2.710 -3.094 0.040 -0.368 0.264
H 4.214 3.676 -2.835 -0.364 0.164 -0.232
H 4.014 3.940 -1.161 0.083 -0.245 0.095
H 2.607 2.520 -0.032 -0.238 -0.334 0.311
H 1.286 1.706 -0.926 -0.034 0.052 0.796
N -0.628 0.801 -4.447 -0.864 -0.826 0.053
C 0.350 -0.020 -4.958 0.659 0.671 -1.210
N 1.624 0.423 -4.744 -1.020 -0.436 0.395
O 0.069 -0.974 -5.678 -0.066 0.084 0.614
H -0.568 1.581 -3.813 0.561 -0.033 -0.213
H -1.518 0.595 -4.870 -0.058 0.135 0.182
H 2.291 0.012 -5.371 0.316 0.241 0.182
H 1.686 1.334 -4.294 0.769 -0.193 -0.213
N -0.925 -2.590 2.368 0.119 0.404 0.082
C -0.049 -3.616 2.587 -1.058 -1.154 -0.116
N 0.696 -3.908 1.478 0.307 0.134 -0.220
O -0.068 -4.317 3.590 0.502 0.623 -0.076
H -0.974 -2.143 1.467 -0.082 0.095 0.021
H -1.525 -2.281 3.109 0.048 -0.148 0.107
H 0.592 -3.378 0.633 0.038 0.037 -0.006
H 1.376 -4.643 1.493 -0.062 -0.067 0.237
O -0.481 0.873 -0.474 -0.080 -0.186 -0.279
H -0.781 -0.058 -0.517 0.245 -0.048 0.188
H -0.823 1.267 -1.294 -0.050 0.278 0.325
O -1.850 2.267 -2.426 -0.454 0.197 -0.258
H -2.510 1.663 -2.792 -0.007 -0.005 0.142
H -2.184 3.150 -2.624 0.152 0.042 0.127
```
Forces are in eV/Å.

Results
M, g mol⁻¹: 650.82
Energy relative to the best compared isomer or geometry (same formula, charge and spin), kcal per mole: 0.0
E_tot, hartree: -2247.92117
HOMO energy, eV: -8.2
Structure (SMILES): CC1(C)CCCC(C)(C)N1O.CC1(C)CCCC(C)(C)N1O.NC(N)=O.NC(N)=O.NC(N)=O.NC(N)=O.NC(N)=O.O.O



DFT (wB97M-V/def2-TZVPD) results for C23H63AlN15O26S2 as an isolated structure in a non-equilibrium geometry.

Structure (XYZ):
```
130
Properties=species:S:1:pos:R:3:forces:R:3
C 0.504 0.163 4.473 0.154 0.017 -0.720
C 0.369 1.022 3.197 0.993 0.368 0.481
N 1.196 0.458 2.117 -1.114 0.182 -0.117
Al 0.202 -0.584 0.857 0.519 -0.462 0.018
C -0.953 -2.050 1.680 -0.228 -0.356 -0.255
C -0.666 -3.470 1.078 -0.254 0.373 0.445
C -0.146 -4.516 2.109 0.142 0.341 -0.643
S 1.541 -5.112 1.711 0.610 -0.121 0.403
C 2.702 -3.889 2.339 -1.402 0.323 0.228
S 2.141 -2.505 3.016 0.468 -0.633 -0.330
N 4.060 -4.258 2.183 -0.390 0.368 0.527
C 4.949 -3.095 2.205 0.480 0.760 -0.809
C 4.727 -2.135 1.019 0.395 0.140 0.288
C 4.462 -5.252 3.203 -0.460 -0.431 0.677
C 3.870 -5.051 4.615 0.370 -0.106 0.355
H 0.022 -0.803 4.293 -0.098 0.125 0.361
H 0.146 0.661 5.381 -0.264 -0.161 -0.150
H 1.574 -0.041 4.596 -0.141 0.068 0.042
H 0.785 2.016 3.456 -0.284 -0.097 -0.041
H -0.690 1.199 2.920 0.021 -0.259 0.199
H 1.520 1.261 1.586 0.312 -0.132 -0.104
H 1.276 -1.337 -0.100 0.037 -0.187 -0.046
H -0.693 0.352 -0.124 -0.494 0.189 0.277
H -0.903 -2.135 2.775 -0.066 0.147 -0.155
H -2.007 -1.828 1.437 0.198 0.098 0.217
H -1.608 -3.861 0.661 0.221 -0.077 0.026
H 0.042 -3.415 0.243 -0.045 0.004 0.126
H -0.204 -4.140 3.135 0.216 -0.040 -0.127
H -0.763 -5.421 2.032 0.310 -0.026 0.107
H 5.979 -3.467 2.112 -0.207 -0.171 0.121
H 4.889 -2.506 3.131 -0.143 -0.274 0.016
H 3.759 -1.630 1.048 0.064 -0.215 -0.154
H 5.488 -1.344 1.081 -0.135 -0.130 0.048
H 4.884 -2.633 0.057 -0.252 -0.070 0.154
H 5.548 -5.193 3.308 -0.088 -0.131 -0.342
H 4.170 -6.255 2.872 0.227 0.135 -0.119
H 3.996 -4.026 4.978 -0.162 -0.053 -0.217
H 4.400 -5.691 5.340 -0.146 0.099 -0.436
H 2.812 -5.323 4.668 0.084 0.209 -0.142
C 8.053 -6.174 4.777 0.233 0.082 -0.086
N 7.445 -7.075 5.790 0.109 0.058 -0.056
O 8.192 -7.720 6.494 0.088 -0.096 0.102
O 6.237 -7.099 5.840 -0.123 -0.107 0.047
H 9.131 -6.254 4.847 -0.024 -0.043 0.052
H 7.699 -6.494 3.801 -0.099 0.068 0.027
H 7.720 -5.163 4.998 -0.104 -0.034 -0.065
C 2.956 2.221 -2.650 0.383 -0.192 0.072
N 2.409 1.326 -1.596 0.011 0.207 -0.469
O 3.189 0.779 -0.848 0.032 -0.005 0.178
O 1.200 1.220 -1.570 0.183 0.017 0.214
H 4.042 2.239 -2.573 -0.481 -0.075 0.023
H 2.638 1.823 -3.610 -0.154 0.087 0.041
H 2.539 3.208 -2.482 -0.028 -0.222 -0.043
C -1.838 1.513 -2.664 -0.195 0.161 0.072
N -1.350 2.395 -3.757 -0.009 -0.275 0.176
O -2.051 3.330 -4.111 -0.126 0.158 0.012
O -0.273 2.140 -4.238 0.137 0.019 -0.218
H -2.809 1.863 -2.339 0.015 0.084 -0.098
H -1.903 0.505 -3.063 0.226 -0.021 0.053
H -1.117 1.565 -1.850 0.057 -0.242 -0.051
C -2.739 3.283 1.761 0.197 0.168 -0.005
N -3.504 2.192 1.109 0.194 0.081 0.019
O -3.471 2.129 -0.098 -0.181 -0.014 -0.152
O -4.108 1.436 1.837 -0.170 -0.106 0.086
H -2.254 3.870 0.991 -0.013 -0.070 -0.038
H -3.447 3.883 2.326 -0.002 -0.087 0.070
H -2.007 2.818 2.417 -0.058 -0.022 0.030
C -2.358 5.720 -6.002 0.058 -0.072 -0.109
N -2.516 7.103 -5.483 0.184 -0.206 -0.097
O -1.509 7.726 -5.225 0.074 0.188 0.065
O -3.646 7.520 -5.343 -0.226 0.126 -0.019
H -1.301 5.496 -6.068 -0.002 0.014 0.067
H -2.850 5.051 -5.306 -0.034 0.002 -0.034
H -2.827 5.683 -6.981 -0.088 0.037 0.056
C 1.317 6.989 -3.696 -0.149 -0.132 -0.109
N 2.296 6.109 -3.006 -0.248 0.034 -0.202
O 2.493 5.010 -3.483 0.129 0.208 -0.110
O 2.826 6.542 -2.007 0.135 0.060 0.149
H 0.929 6.458 -4.557 0.036 -0.010 0.036
H 0.525 7.210 -2.987 0.064 0.093 0.013
H 1.830 7.892 -3.999 -0.008 0.033 0.108
C -7.015 -0.160 2.458 0.108 -0.103 0.226
N -8.453 0.215 2.509 0.187 -0.090 0.009
O -9.151 -0.320 3.343 -0.150 -0.031 0.107
O -8.839 1.039 1.707 -0.094 0.131 -0.117
H -6.820 -0.900 3.224 -0.064 -0.016 -0.019
H -6.816 -0.565 1.470 0.029 0.137 -0.037
H -6.435 0.741 2.632 0.004 0.017 -0.181
C -0.564 -8.386 3.435 0.230 -0.105 0.172
N -2.024 -8.124 3.510 0.302 0.021 0.016
O -2.680 -8.738 4.326 -0.154 -0.109 0.035
O -2.460 -7.300 2.740 -0.227 -0.008 -0.104
H -0.302 -9.139 4.169 -0.112 0.017 0.032
H -0.347 -8.731 2.428 0.009 0.157 -0.039
H -0.058 -7.445 3.640 0.016 0.017 -0.166
C 1.804 11.422 -6.444 -0.075 0.241 0.004
N 1.651 10.113 -5.758 -0.095 0.142 0.000
O 1.024 10.090 -4.723 -0.031 0.027 0.130
O 2.167 9.154 -6.287 0.120 -0.150 -0.088
H 1.295 12.179 -5.859 -0.016 -0.064 0.036
H 2.868 11.631 -6.512 -0.004 -0.072 -0.087
H 1.361 11.326 -7.431 0.092 -0.048 -0.024
C 8.230 2.697 -2.806 0.254 -0.050 -0.053
N 6.834 2.460 -3.256 0.083 -0.025 0.012
O 6.671 1.887 -4.310 -0.029 -0.071 -0.169
O 5.954 2.858 -2.528 0.276 0.193 0.094
H 8.905 2.290 -3.550 -0.064 -0.016 -0.026
H 8.360 3.771 -2.705 -0.055 -0.016 0.104
H 8.352 2.197 -1.850 -0.057 0.094 0.041
C -4.777 -4.989 2.787 0.119 -0.127 -0.083
N -4.844 -3.610 3.336 0.212 -0.003 -0.014
O -3.808 -3.096 3.681 0.109 0.072 0.131
O -5.939 -3.084 3.402 -0.247 -0.050 -0.032
H -3.744 -5.309 2.791 0.007 0.072 0.017
H -5.384 -5.626 3.423 -0.099 0.042 -0.073
H -5.171 -4.961 1.775 -0.116 -0.016 0.058
C -5.143 -10.031 2.141 0.067 -0.227 0.153
N -6.220 -9.096 1.722 0.083 -0.126 0.038
O -7.368 -9.424 1.934 -0.175 -0.029 0.033
O -5.870 -8.067 1.193 0.032 0.216 -0.093
H -5.598 -10.904 2.594 -0.075 0.045 -0.024
H -4.584 -10.301 1.250 0.045 0.113 0.009
H -4.513 -9.507 2.855 0.036 0.067 -0.079
C -5.924 9.227 -7.310 -0.176 0.009 0.201
N -5.349 10.066 -8.394 -0.118 -0.035 0.094
O -5.993 11.021 -8.773 -0.063 0.148 -0.070
O -4.268 9.736 -8.828 0.182 -0.060 -0.081
H -6.885 9.640 -7.027 0.020 0.053 -0.075
H -6.032 8.220 -7.701 0.131 -0.018 0.040
H -5.228 9.246 -6.475 0.074 -0.135 -0.074
```
Forces are in eV/Å.

Results
M, g mol⁻¹: 1056.95
E_tot, hartree: -4729.30987
HOMO energy, eV: -4.4
Charge: -1



- Look up the E_tot of the second one.
  -4729.30987 hartree



- Which of these has the lowest M?
  C23H62N12O9



- Which value of E_tot does entry 2 give?
  -4729.30987 hartree